No. 1
{"formula": "C5H7ClN2", "method": "ωB97M-V/def2-TZVPD", "elements": ["C", "C", "C", "C", "C", "N", "N", "Cl", "H", "H", "H", "H", "H", "H", "H"], "coordinates": [[-2.41056, -0.84919, 0.79343], [-1.18315, -0.43097, 0.99662], [-1.45705, -1.18015, -1.00996], [1.41671, 0.84024, 0.15118], [0.88486, -0.43762, -0.47166], [-2.63047, -1.31551, -0.49638], [-0.48720, -0.64024, -0.19293], [1.80537, -1.88637, 0.03214], [-3.18376, -0.74814, 1.48776], [-0.60017, 0.12120, 1.72797], [-1.36102, -1.36188, -2.01802], [1.75800, 0.88444, 1.21799], [2.29886, 1.08875, -0.55209], [0.59341, 1.58084, 0.09741], [1.01920, -0.28795, -1.52794]], "atomic_forces_ev_per_a": [[-2.022, -0.271, -0.034], [3.639, 1.162, -0.053], [0.510, 0.280, -0.039], [1.278, 1.008, -0.429], [-0.161, 0.318, 0.858], [0.514, 0.375, 1.463], [-2.349, -0.601, -0.531], [0.420, -0.133, -0.072], [-1.147, -0.096, 0.829], [-0.760, -0.428, 0.453], [1.047, -0.502, -2.083], [-0.227, -0.736, -0.996], [-1.305, 0.243, 1.515], [0.690, -0.108, -0.400], [-0.127, -0.510, -0.482]], "lowdin_charge": [-0.160, -0.082, -0.187, -0.118, -0.736, 0.091, -0.121, 0.615, 0.084, 0.123, 0.104, 0.088, 0.108, 0.089, 0.104], "de_lowest_ev": 0.756, "homo_ev": -9.25, "gap_ev": 10.00, "fmax_ev_per_a": 3.820, "smiles": "C[C@@H](Cl)n1ccnc1", "mol_weight_g_mol": 130.578}



No. 2
{"formula": "C4H7NO", "method": "ωB97M-V/def2-TZVPD", "elements": ["C", "C", "C", "C", "H", "H", "H", "H", "H", "H", "H", "N", "O"], "coordinates": [[1.37484, -0.85956, -0.26079], [0.16893, -0.28446, 0.49516], [-0.14315, 1.18000, 0.13333], [-1.30868, -0.53457, 0.03725], [2.30522, -0.42321, 0.18807], [1.40659, -1.95876, -0.15672], [1.45291, -0.61127, -1.28569], [0.26189, -0.50259, 1.55245], [-0.15116, 1.94042, 0.92695], [0.42607, 1.52956, -0.72788], [-2.28061, 1.23797, -0.74545], [-1.53305, 0.82056, -0.19121], [-1.97979, -1.53408, 0.03453]], "atomic_forces_ev_per_a": [[0.458, -0.472, 1.808], [-0.322, 0.475, -0.894], [-0.385, 1.260, 0.215], [0.495, -0.495, 0.487], [-0.707, -0.526, -0.142], [0.092, 0.491, -0.040], [-0.461, 0.282, -1.206], [-0.004, 0.137, 0.212], [0.434, -0.288, -0.123], [0.068, 0.087, 0.030], [0.539, 0.004, 0.340], [-0.105, -1.616, -0.239], [-0.102, 0.661, -0.447]], "lowdin_charge": [-0.062, -0.231, -0.146, -0.454, 0.092, 0.085, 0.055, 0.136, 0.112, 0.109, 0.144, 0.083, 0.078], "de_lowest_ev": 1.032, "homo_ev": -9.63, "gap_ev": 10.62, "fmax_ev_per_a": 1.923, "smiles": "C[C@H]1CNC1=O", "mol_weight_g_mol": 85.106}



No. 3
{"formula": "C6H10N2", "method": "ωB97M-V/def2-TZVPD", "elements": ["C", "C", "C", "C", "C", "C", "H", "H", "H", "H", "H", "H", "H", "H", "H", "H", "N", "N"], "coordinates": [[0.04474, 1.50181, -0.38992], [-1.26099, 0.73790, -0.23999], [-1.58781, -0.12155, 0.94499], [-0.19166, -1.51656, -0.49686], [1.15353, -0.82246, -0.33571], [1.26900, 0.65356, -0.19002], [0.02272, 2.03157, -1.32167], [0.08384, 2.32319, 0.35919], [-2.09057, 1.20475, -0.74461], [-2.59590, -0.04586, 1.34243], [-0.83037, -0.15184, 1.71619], [-0.27903, -1.84342, -1.53420], [-0.25177, -2.41274, 0.10939], [2.00993, -1.34253, -0.78181], [2.29521, -0.37301, 1.38419], [2.21296, 1.11150, -0.47120], [-1.39748, -0.73089, -0.33400], [1.39365, -0.20344, 0.98362]], "atomic_forces_ev_per_a": [[-0.334, 0.154, 1.818], [-0.171, -0.446, 0.136], [-0.447, 1.544, 0.701], [0.306, 0.212, -1.292], [0.474, -0.221, 0.626], [0.769, -0.324, -0.391], [0.388, -0.090, -0.827], [-0.223, -0.418, -0.190], [-0.183, 0.258, 0.018], [-0.104, -0.351, -0.200], [0.175, -0.319, -0.174], [0.420, -0.266, -0.150], [0.037, -0.087, 0.327], [-0.388, 0.110, 0.066], [0.639, 0.334, -0.322], [-0.131, 0.002, -0.418], [0.316, 0.181, 0.247], [-1.544, -0.273, 0.027]], "lowdin_charge": [-0.108, -0.229, -0.129, -0.160, -0.227, -0.264, 0.101, 0.125, 0.122, 0.098, 0.097, 0.111, 0.118, 0.135, 0.089, 0.134, -0.062, 0.051], "de_lowest_ev": 2.477, "homo_ev": -8.54, "gap_ev": 9.59, "fmax_ev_per_a": 1.854, "smiles": "C1[C@@H]2CN2C[C@@H]2N[C@H]12", "mol_weight_g_mol": 110.160}